Record 1
# C20H28Cl3InN7O2SSi

C20H28Cl3InN7O2SSi as an isolated structure (wB97M-V/def2-TZVPD, the OMol25 dataset).

Output
Spin multiplicity: 2
HOMO (alpha / beta) (eV): -6.5 / -6.5

Positions of all 63 atoms, in Å:
In: 0.149 1.499 0.361
C: -1.540 -1.674 -3.416
C: -0.931 -1.114 -2.152
N: -1.573 -0.765 -1.117
C: -3.000 -0.898 -0.966
C: -3.638 0.421 -0.512
N: -3.059 0.921 0.718
C: -3.263 0.152 1.943
C: -2.159 -0.881 2.255
N: -0.807 -0.373 2.059
C: 0.086 -0.533 3.206
C: 1.443 0.178 2.937
N: 1.717 0.249 1.531
C: 2.713 -0.551 0.888
C: 4.127 0.042 1.068
C: 2.334 -0.674 -0.599
C: 3.253 -0.733 -1.646
C: 2.780 -0.910 -2.933
C: 1.418 -1.050 -3.162
C: 0.564 -0.976 -2.072
N: 1.030 -0.782 -0.841
H: -2.360 -2.351 -3.184
H: -0.806 -2.224 -3.999
H: -1.941 -0.862 -4.028
H: -3.171 -1.637 -0.182
H: -3.537 -1.233 -1.862
H: -4.721 0.223 -0.405
H: -3.697 2.370 -1.256
H: -3.377 1.870 0.860
H: -4.235 -0.367 1.932
H: -3.270 0.872 2.761
H: -2.321 -1.782 1.657
H: -2.288 -1.174 3.301
H: -0.375 -0.837 1.266
H: 0.280 -1.597 3.414
H: -0.388 -0.100 4.093
H: 2.207 -0.340 3.528
H: 1.370 1.205 3.325
H: 4.166 0.988 0.524
H: 4.932 -0.615 0.719
H: 4.283 0.249 2.126
H: 4.314 -0.639 -1.461
H: 3.475 -0.947 -3.763
H: 1.051 -1.193 -4.170
Cl: 0.927 -3.283 1.190
Si: 2.756 -2.406 1.422
Cl: 4.097 -3.458 0.260
Cl: 3.362 -2.753 3.345
O: 1.837 2.139 -1.837
N: 1.242 3.139 -2.388
C: 0.764 3.038 -3.651
C: 0.131 4.093 -4.264
C: -0.042 5.290 -3.579
C: 0.445 5.379 -2.288
C: 1.088 4.302 -1.713
H: 0.926 2.077 -4.115
H: -0.240 3.975 -5.272
H: -0.562 6.120 -4.037
H: 0.340 6.290 -1.715
H: 1.510 4.312 -0.722
O: -4.903 2.402 -3.371
S: -4.189 1.152 -3.027
N: -3.404 1.438 -1.546

---

Record 2
# CH13N3O4

A 5-piece molecular cluster, CH13N3O4 overall in a non-equilibrium geometry (wB97M-V/def2-TZVPD, the OMol25 dataset).

Output
Relative energy (zero: lowest compared OMol25 entry of this formula, charge and spin) (kJ/mol): 32.7
SMILES: N=C(N)N.O.O.O.O
HOMO (eV): -9.1

Positions of all 21 atoms, in Å:
N: -1.376 1.032 1.727
C: -2.542 0.576 1.464
N: -3.698 0.833 2.150
N: -2.664 -0.236 0.359
H: -1.292 1.741 2.440
H: -4.579 0.819 1.686
H: -3.637 1.511 2.895
H: -1.849 -0.264 -0.228
H: -3.103 -1.127 0.476
O: 1.518 1.164 0.139
H: 0.645 1.551 0.181
H: 2.133 1.848 -0.111
O: 2.198 -1.587 -0.058
H: 2.152 -1.195 0.812
H: 1.312 -1.421 -0.460
O: 4.147 -0.799 -2.348
H: 3.887 -1.303 -1.551
H: 4.913 -1.272 -2.729
O: 0.345 -0.592 -2.035
H: 0.287 -1.150 -2.807
H: 1.202 -0.130 -2.001

---

Record 3
# C6H10O

A single C6H10O molecule in a non-equilibrium geometry (wB97M-V/def2-TZVPD, the OMol25 dataset).

Output
Relative energy (zero: lowest compared OMol25 entry of this formula, charge and spin) (kJ/mol): 97.3
SMILES: C1=CCOCCC1
HOMO (eV): -9.2

Positions of all 17 atoms, in Å:
C: 0.378 1.663 -0.147
C: 1.442 0.951 0.212
C: 1.456 -0.568 0.280
O: 0.704 -1.246 -0.792
C: -0.592 -1.564 -0.336
C: -1.216 -0.289 0.367
C: -0.968 1.031 -0.407
H: 0.484 2.740 -0.313
H: 2.395 1.458 0.381
H: 1.193 -0.895 1.315
H: 2.457 -0.921 0.073
H: -0.529 -2.420 0.359
H: -1.215 -1.954 -1.182
H: -0.918 -0.084 1.420
H: -2.279 -0.503 0.419
H: -1.053 0.820 -1.477
H: -1.740 1.780 -0.174

---

Record 4
# C5H10ClNO3

C5H10ClNO3 as an isolated structure in a non-equilibrium geometry (wB97M-V/def2-TZVPD, the OMol25 dataset).

Output
Relative energy (zero: lowest compared OMol25 entry of this formula, charge and spin) (kJ/mol): 0.0
HOMO (eV): -8.5

Positions of all 20 atoms, in Å:
C: 0.613 -1.805 0.735
C: -0.320 1.318 -1.536
C: -1.050 1.116 1.975
C: -0.523 0.525 -0.305
C: 0.823 -0.987 -0.490
N: 0.675 -1.600 -1.676
O: 1.002 -1.259 1.876
O: -0.113 -2.740 0.820
O: -0.151 1.151 0.836
Cl: 2.415 -0.074 -0.446
H: 0.675 1.410 -1.865
H: -0.578 2.396 -1.402
H: -0.964 0.969 -2.298
H: -2.101 1.233 1.599
H: -0.878 2.088 2.433
H: -0.789 0.247 2.566
H: -1.438 0.067 -0.295
H: 0.604 -1.057 -2.493
H: 0.758 -2.642 -1.899
H: 1.340 -0.355 1.865

---

Record 5
# C5H16NS2

A 2-piece molecular cluster, C5H16NS2 overall in a non-equilibrium geometry (wB97M-V/def2-TZVPD, the OMol25 dataset).

Output
Relative energy (zero: lowest compared OMol25 entry of this formula, charge and spin) (kJ/mol): 45.8
Charge: +1
HOMO (eV): -12.5

Positions of all 24 atoms, in Å:
C: 0.266 2.388 1.462
C: -0.881 1.685 0.738
C: -1.948 2.690 0.290
N: -0.338 0.947 -0.476
H: 1.019 1.737 1.804
H: 0.655 3.192 0.797
H: -0.169 2.898 2.341
H: -1.337 0.906 1.343
H: -1.507 3.468 -0.378
H: -2.313 3.253 1.164
H: -2.764 2.246 -0.318
H: 0.378 0.226 -0.234
H: -1.112 0.507 -1.053
H: 0.119 1.564 -1.118
C: 0.188 -3.423 0.496
C: 0.899 -3.063 -0.825
S: 1.933 -1.577 -0.501
S: 2.245 -0.688 -2.335
H: -0.549 -2.680 0.799
H: 0.952 -3.597 1.303
H: -0.418 -4.325 0.303
H: 0.203 -2.825 -1.640
H: 1.486 -3.856 -1.173
H: 2.994 -1.673 -2.788

---

Record 6
# C36H38Cl2N5O2Si2Ti

C36H38Cl2N5O2Si2Ti as an isolated structure in a non-equilibrium geometry (wB97M-V/def2-TZVPD, the OMol25 dataset).

Output
Relative energy (zero: lowest compared OMol25 entry of this formula, charge and spin) (kJ/mol): 82.7
Charge: -1
Spin multiplicity: 3
HOMO (alpha / beta) (eV): -3.4 / -3.8

Positions of all 86 atoms, in Å:
Ti: 0.013 -0.007 -0.124
C: 4.772 -3.855 -1.085
C: 3.615 -4.504 -1.512
C: 2.361 -3.964 -1.256
C: 2.207 -2.746 -0.567
C: 3.385 -2.105 -0.150
C: 4.641 -2.652 -0.405
N: 0.927 -2.206 -0.313
C: 0.047 -3.010 0.344
C: 0.340 -4.241 0.994
C: -0.651 -4.983 1.609
C: -1.981 -4.547 1.628
C: -2.293 -3.331 1.055
C: -1.299 -2.551 0.454
N: -1.511 -1.284 -0.067
N: -2.771 -0.881 -0.184
C: -2.836 0.439 -0.466
C: -4.095 1.081 -0.488
C: -4.151 2.444 -0.584
C: -2.961 3.185 -0.645
C: -1.781 2.489 -0.649
N: -1.693 1.149 -0.647
H: 5.751 -4.273 -1.293
H: 3.690 -5.438 -2.059
H: 1.466 -4.482 -1.588
H: 3.303 -1.161 0.368
H: 5.530 -2.125 -0.069
H: 1.363 -4.596 1.006
H: -0.387 -5.918 2.096
H: -2.751 -5.146 2.103
H: -3.300 -2.935 1.078
H: -4.980 0.466 -0.387
H: -5.111 2.952 -0.582
H: -2.960 4.267 -0.667
H: -0.839 3.014 -0.643
C: 2.900 -1.089 -3.187
Si: 1.069 -1.022 -3.592
C: 0.002 -2.534 -3.318
C: 1.198 -1.095 -5.488
C: 0.335 0.450 -2.713
C: 1.335 1.388 -2.166
C: 2.204 2.237 -2.881
C: 3.053 3.092 -2.217
C: 3.056 3.119 -0.821
C: 2.211 2.262 -0.162
N: 1.385 1.420 -0.809
Si: -0.856 1.368 -3.809
C: -0.579 1.403 -5.680
C: -2.595 0.671 -3.653
C: -0.796 3.240 -3.551
H: 3.285 -2.118 -3.161
H: 3.148 -0.616 -2.232
H: 3.427 -0.545 -3.984
H: 0.540 -3.462 -3.566
H: -0.858 -2.453 -4.002
H: -0.372 -2.602 -2.297
H: 1.819 -1.979 -5.709
H: 1.694 -0.221 -5.932
H: 0.231 -1.236 -5.991
H: 2.186 2.195 -3.967
H: 3.721 3.740 -2.774
H: 3.703 3.787 -0.266
H: 2.174 2.233 0.918
H: -0.883 0.475 -6.174
H: 0.466 1.607 -5.959
H: -1.199 2.220 -6.081
H: -2.946 0.320 -4.634
H: -3.306 1.424 -3.284
H: -2.616 -0.179 -2.960
H: -0.016 3.660 -4.205
H: -0.584 3.577 -2.537
H: -1.760 3.672 -3.856
Cl: 0.938 1.820 7.138
C: 0.481 1.590 5.461
C: -0.662 2.253 4.966
C: -1.041 2.093 3.672
Cl: -2.451 2.905 3.081
C: -0.302 1.260 2.763
O: -0.658 1.114 1.562
C: 0.835 0.620 3.312
C: 1.611 -0.181 2.433
O: 1.356 -0.338 1.265
C: 1.217 0.786 4.652
H: -1.242 2.894 5.616
H: 2.500 -0.690 2.819
H: 2.095 0.272 5.034

---

What did the fifth record say?
# C5H16NS2

A 2-piece molecular cluster, C5H16NS2 overall in a non-equilibrium geometry (wB97M-V/def2-TZVPD, the OMol25 dataset).

Output
Relative energy (zero: lowest compared OMol25 entry of this formula, charge and spin) (kJ/mol): 45.8
Charge: +1
HOMO (eV): -12.5

Positions of all 24 atoms, in Å:
C: 0.266 2.388 1.462
C: -0.881 1.685 0.738
C: -1.948 2.690 0.290
N: -0.338 0.947 -0.476
H: 1.019 1.737 1.804
H: 0.655 3.192 0.797
H: -0.169 2.898 2.341
H: -1.337 0.906 1.343
H: -1.507 3.468 -0.378
H: -2.313 3.253 1.164
H: -2.764 2.246 -0.318
H: 0.378 0.226 -0.234
H: -1.112 0.507 -1.053
H: 0.119 1.564 -1.118
C: 0.188 -3.423 0.496
C: 0.899 -3.063 -0.825
S: 1.933 -1.577 -0.501
S: 2.245 -0.688 -2.335
H: -0.549 -2.680 0.799
H: 0.952 -3.597 1.303
H: -0.418 -4.325 0.303
H: 0.203 -2.825 -1.640
H: 1.486 -3.856 -1.173
H: 2.994 -1.673 -2.788